Computed, not measured: a molecular structure, C37H38AgNO3SSb2, with the ωB97M-V functional and the def2-TZVPD basis.

* Kohn-Sham gap: 6.235 eV
* E_tot: -74529.298 eV
* charge: -2

Geometry as XYZ:
```
83
Properties=species:S:1:pos:R:3:forces:R:3
Ag -1.47772 -0.47553 0.11412 -0.204 -0.480 -0.147
C -2.04259 0.48450 4.63213 0.083 0.013 -0.005
Sb -0.83962 0.32324 2.82814 -0.158 0.155 0.159
C -0.19378 2.36858 2.89449 0.112 -0.068 0.032
C 0.84197 -0.59775 3.93893 -0.038 -0.013 -0.216
C 2.06422 0.23849 4.12004 -0.012 -0.020 -0.003
C 2.13176 1.08364 5.22887 0.002 0.022 0.023
C 3.21083 1.92125 5.45841 0.015 0.012 -0.005
C 4.26830 1.91958 4.56084 -0.010 0.016 0.000
C 4.22461 1.07750 3.46206 0.023 0.006 0.002
C 3.14738 0.22323 3.21408 -0.046 0.006 0.033
C 3.16154 -0.62841 1.99640 -0.103 0.020 -0.146
Sb 1.77856 0.13254 0.41617 0.320 -0.073 0.236
C 2.96750 -0.79904 -1.12737 -0.171 0.020 -0.070
C 2.77064 2.04684 0.29727 -0.026 -0.039 0.004
H -1.49248 1.03538 5.39703 -0.010 0.006 0.033
H -2.27138 -0.51738 4.99675 -0.008 -0.009 0.005
H -2.97860 0.99893 4.41734 -0.003 0.013 -0.036
H 0.46615 2.54966 3.74355 -0.019 0.027 -0.007
H -1.08636 2.98805 2.97620 -0.042 0.010 -0.002
H 0.30709 2.61590 1.96007 -0.016 0.006 -0.031
H 1.04403 -1.53787 3.42810 0.026 -0.013 -0.018
H 0.39429 -0.82332 4.90690 0.006 -0.043 0.022
H 1.29879 1.08347 5.92463 -0.010 -0.002 0.002
H 3.22279 2.57197 6.32436 -0.005 -0.003 0.012
H 5.12117 2.57006 4.71204 0.013 0.006 0.005
H 5.05259 1.07135 2.76148 0.004 0.003 -0.010
H 2.81415 -1.64340 2.19536 -0.001 -0.026 -0.001
H 4.15982 -0.68050 1.56068 0.055 0.005 0.044
H 3.98526 -0.41214 -1.08310 0.045 0.009 -0.005
H 2.53034 -0.59525 -2.10599 0.012 -0.005 0.058
H 2.96924 -1.87517 -0.95758 0.002 -0.038 -0.003
H 3.69330 1.96700 -0.28006 0.042 0.002 0.012
H 3.00495 2.38496 1.30824 -0.003 -0.002 -0.006
H 2.09729 2.76568 -0.16779 -0.026 0.015 -0.029
O -0.32257 0.06129 -2.46877 -0.005 0.007 0.047
C -0.39699 1.41953 -2.89958 -0.027 -0.033 -0.085
C -0.18506 2.33566 -1.63887 -0.009 0.010 -0.296
O 0.14967 3.50143 -1.87995 0.079 0.146 -0.039
O -0.39043 1.78981 -0.53607 -0.132 -0.100 0.436
C 0.71102 1.60396 -3.92989 0.065 -0.018 -0.015
C 2.01103 1.89749 -3.52501 0.001 0.018 0.001
C 3.05261 1.92299 -4.43790 -0.013 0.011 -0.033
C 2.81508 1.65960 -5.78193 0.011 0.000 0.020
C 1.52631 1.36208 -6.19624 0.013 -0.010 -0.008
C 0.48669 1.33264 -5.27480 -0.014 -0.030 -0.047
C -1.77186 1.77085 -3.43859 -0.017 0.017 0.033
C -2.87806 0.98930 -3.13344 0.000 -0.028 0.027
C -4.14788 1.35637 -3.56871 0.005 0.019 0.001
C -4.31732 2.51030 -4.31490 0.005 -0.016 0.002
C -3.21524 3.30657 -4.61092 -0.017 0.003 -0.005
C -1.95491 2.94451 -4.17038 0.022 0.059 -0.004
H -0.78948 -0.49742 -3.10038 0.001 -0.024 -0.033
H 2.20308 2.12139 -2.48492 0.004 0.016 0.018
H 4.05467 2.15628 -4.09858 0.015 -0.002 0.005
H 3.62873 1.68541 -6.49736 0.003 -0.002 -0.002
H 1.32691 1.14802 -7.23978 -0.010 0.002 -0.008
H -0.51758 1.09792 -5.60857 0.016 0.010 0.000
H -2.77566 0.11661 -2.50053 -0.010 0.003 -0.009
H -4.99860 0.75143 -3.28357 -0.036 -0.047 0.022
H -5.30724 2.80202 -4.64470 -0.011 0.007 -0.009
H -3.34275 4.22464 -5.17311 0.000 0.008 -0.008
H -1.10279 3.58441 -4.36233 0.001 -0.016 0.003
S -6.45975 -0.83057 -1.11896 0.004 0.021 -0.016
C -4.93930 -0.47168 -0.56708 -0.002 0.012 0.039
N -3.86940 -0.21238 -0.18311 -0.029 0.133 0.011
C -3.18785 -5.25383 2.79606 -0.007 0.011 0.007
C -3.56662 -3.90076 2.64592 -0.010 -0.041 0.001
C -2.91125 -3.10303 1.74958 0.004 0.051 -0.008
C -1.83481 -3.58688 0.95644 -0.026 -0.026 -0.027
C -1.14950 -2.70565 0.05184 0.225 0.304 0.009
C -0.14559 -3.29660 -0.69284 0.016 -0.003 0.018
C 0.20507 -4.66418 -0.58664 -0.002 0.004 0.021
C -0.43763 -5.48293 0.29863 0.005 -0.002 -0.018
C -1.48105 -4.95764 1.09940 0.003 -0.006 -0.003
C -2.17540 -5.76643 2.03612 -0.003 -0.009 0.013
H -3.71182 -5.88668 3.50422 0.002 -0.003 0.008
H -4.39126 -3.50494 3.22699 -0.002 0.013 -0.004
H -3.21669 -2.07379 1.59471 0.011 -0.010 0.012
H 0.42392 -2.69151 -1.39539 0.010 0.014 -0.011
H 1.00588 -5.06295 -1.20373 0.002 0.001 -0.015
H -0.16518 -6.52927 0.39762 -0.004 -0.010 0.010
H -1.88921 -6.80945 2.13724 0.012 -0.005 -0.008
```
Positions in Å, forces in eV/Å.